Entry 1:
{"formula": "C4H6Cl2S", "method": "wB97M-V/def2-TZVPD", "symbols": ["S", "C", "C", "Cl", "Cl", "C", "C", "H", "H", "H", "H", "H", "H"], "xyz": [[1.543427, -1.273060, -0.638954], [0.151592, -0.313092, -0.113032], [-1.247536, -0.627518, -0.594754], [-2.307758, 0.776394, -0.586312], [-2.189005, -2.032282, 0.128813], [0.648003, 1.039193, 0.055484], [0.285574, 0.134238, 1.274794], [2.293451, -0.257027, -1.375099], [-1.196906, -0.810695, -1.674284], [1.709401, 1.059746, -0.196856], [0.030758, 2.113706, 0.157303], [1.002291, -0.551853, 1.988928], [-0.723298, 0.742247, 1.573969]], "atomic_forces_ev_per_a": [[1.3, -0.2, -1.6], [-1.7, -0.9, -0.1], [-0.4, -0.6, -2.1], [-0.4, 0.5, 0.5], [1.2, 0.8, -0.2], [0.3, 4.0, 2.2], [-0.5, 0.9, 2.1], [-1.5, -1.7, 1.0], [0.0, -0.6, 0.4], [-0.6, 1.0, 0.1], [1.7, -3.3, -1.0], [-2.0, 2.5, -1.7], [2.4, -2.4, 0.4]], "homo_energy_ha": -0.3548, "spin_multiplicity": 1, "molar_mass_g_mol": 157.1, "e_tot_ev": -40122.4275, "de_lowest_kcal_mol": 58.0, "orbital_gap_ev": 10.2, "e_lumo_ev": 0.53}

***

Entry 2:
{"formula": "C4H6ClF", "method": "wB97M-V/def2-TZVPD", "symbols": ["C", "C", "F", "C", "C", "Cl", "H", "H", "H", "H", "H", "H"], "xyz": [[-1.939143, 0.113775, 0.882623], [-0.952522, -0.386261, 0.099014], [-1.359218, -1.150195, -0.938731], [0.597397, -0.403319, -0.045513], [1.025618, -0.334778, -1.569441], [1.185376, 1.066592, 0.888865], [-1.783781, 0.635998, 1.707495], [-2.906451, -0.241898, 0.662593], [0.998583, -1.282525, 0.461629], [2.076146, 0.020953, -1.659612], [0.432135, 0.436453, -2.022055], [0.876836, -1.285800, -2.012275]], "atomic_forces_ev_per_a": [[2.3, -2.9, -3.9], [-0.2, 0.2, 0.2], [-0.7, -0.6, -0.4], [-0.8, 1.4, 0.0], [0.7, 1.3, 2.3], [0.0, -0.7, -0.4], [0.9, 2.4, 3.3], [-1.0, -0.1, -0.3], [0.0, 0.2, -0.1], [-0.6, -0.6, 0.2], [-0.4, 0.2, -0.5], [-0.1, -0.8, -0.5]], "homo_energy_ha": -0.3613, "spin_multiplicity": 1, "molar_mass_g_mol": 108.5, "e_tot_ev": -19484.0921, "de_lowest_kcal_mol": 15.0, "orbital_gap_ev": 10.8, "e_lumo_ev": 0.94}

***

Entry 3:
{"formula": "C4H6ClF", "method": "wB97M-V/def2-TZVPD", "symbols": ["C", "C", "C", "C", "H", "H", "H", "H", "H", "H", "F", "Cl"], "xyz": [[-1.392798, -0.137038, -0.551954], [-0.074318, 0.455125, -0.092350], [0.444342, 0.174193, 1.186570], [1.102474, -0.335699, -0.200326], [-2.494707, -0.281211, 0.119833], [-1.482351, 0.418489, -1.556626], [-1.082783, -1.426758, -1.140718], [-0.097016, -0.441546, 2.022461], [1.191684, 0.921423, 1.400064], [0.945749, -1.305983, -0.568948], [0.266776, 1.743254, -0.295256], [2.672953, 0.215748, -0.322755]], "atomic_forces_ev_per_a": [[-1.2, -2.8, -3.2], [-2.1, 0.8, 0.5], [0.5, -3.3, 2.7], [-0.5, -2.1, 2.1], [3.9, 0.9, -1.9], [-1.0, -0.8, 1.5], [-1.1, 3.9, 2.2], [1.3, 1.1, -1.9], [-0.4, 0.0, 1.3], [0.1, -1.2, -0.2], [-1.4, 2.7, -2.0], [2.0, 0.8, -1.0]], "homo_energy_ha": -0.3500, "spin_multiplicity": 1, "molar_mass_g_mol": 108.5, "e_tot_ev": -19480.8963, "de_lowest_kcal_mol": 88.7, "orbital_gap_ev": 10.3, "e_lumo_ev": 0.76}

***

Entry 4:
{"formula": "C4H6ClFNO2", "method": "wB97M-V/def2-TZVPD", "symbols": ["C", "C", "C", "C", "N", "O", "O", "F", "Cl", "H", "H", "H", "H", "H", "H"], "xyz": [[-1.026733, -0.644900, -1.102880], [-0.120952, -0.150496, -0.284251], [3.786958, -1.450970, -0.063288], [4.379616, -0.200116, 0.375247], [-0.584618, 0.697021, 0.830148], [2.821680, -2.041116, -0.303577], [-2.363761, -0.381665, -0.902253], [3.553401, 0.491121, 1.211551], [4.465476, 0.609952, -1.237301], [-0.754395, -1.268035, -1.937609], [5.369956, -0.259232, 0.838231], [-0.475198, 1.691922, 0.594748], [-0.064399, 0.496959, 1.691815], [-1.593156, 0.505602, 0.961744], [-2.904731, -0.834400, -1.554946]], "atomic_forces_ev_per_a": [[-0.4, -0.2, -0.2], [-0.8, 0.2, 0.3], [2.1, -1.7, -0.4], [-0.4, 1.1, -0.4], [0.4, -0.1, -0.3], [-1.6, 0.3, 0.2], [1.0, 0.1, 0.2], [-0.2, 0.5, 0.4], [0.2, 0.1, 0.5], [0.1, -0.1, -0.1], [-0.3, -0.2, -0.3], [0.0, -0.1, 0.2], [-0.2, 0.1, -0.1], [0.2, 0.1, 0.1], [-0.1, -0.1, -0.1]], "homo_energy_ha": [-0.5360, -0.3959], "spin_multiplicity": 1, "charge": 1, "molar_mass_g_mol": 154.5, "e_tot_ev": -25057.4225, "de_lowest_kcal_mol": 87.6, "orbital_gap_ev": [11.0, 4.5], "e_lumo_ev": [-3.55, -6.31]}

***

Entry 5:
{"formula": "C4H6ClFNO2", "method": "wB97M-V/def2-TZVPD", "symbols": ["C", "C", "C", "C", "N", "O", "O", "F", "Cl", "H", "H", "H", "H", "H", "H"], "xyz": [[1.395344, -1.060318, -0.233704], [1.431413, -0.059131, 0.738423], [0.827148, 1.073590, 0.505570], [-2.729196, 0.500813, -1.164687], [2.021280, -0.187342, 2.023600], [0.705257, -1.168519, -1.270093], [0.371650, 2.071344, 0.235198], [-1.479588, 0.745332, -1.737318], [-2.545455, -0.317858, 0.338201], [1.975702, -1.984336, -0.077441], [-3.300862, -0.056981, -1.928594], [-3.243527, 1.433362, -1.011489], [2.296958, 0.533758, 2.588733], [2.110029, -1.174570, 2.418253], [0.163852, -0.349140, -1.424652]], "atomic_forces_ev_per_a": [[2.0, -1.2, 2.4], [1.8, -2.5, 1.7], [-1.7, 2.7, -1.1], [-0.7, 0.0, -1.6], [-0.6, -5.0, -1.4], [-1.8, 1.6, -2.0], [-0.2, 0.4, 0.1], [0.3, 0.0, 0.2], [0.2, -0.4, 0.5], [0.0, 0.6, 0.3], [0.4, -0.2, 0.7], [0.2, 0.5, 0.2], [0.8, 2.1, 1.1], [-0.4, 2.3, -0.8], [-0.2, -0.8, -0.4]], "homo_energy_ha": -0.5002, "spin_multiplicity": 1, "charge": 1, "molar_mass_g_mol": 154.5, "e_tot_ev": -25060.9496, "de_lowest_kcal_mol": 6.3, "orbital_gap_ev": 8.3, "e_lumo_ev": -5.29}

***

Entry 6:
{"formula": "C4H6ClFS2", "method": "wB97M-V/def2-TZVPD", "symbols": ["C", "C", "C", "S", "S", "C", "F", "Cl", "H", "H", "H", "H", "H", "H"], "xyz": [[-0.533504, -1.413123, 0.725247], [-0.319484, -0.032686, -0.042432], [0.502663, -0.222450, -1.357931], [1.370143, -1.524614, -1.790722], [0.641282, 1.174513, -2.423417], [0.314384, 1.023836, 0.816107], [-0.671289, 1.252199, 1.789633], [1.830899, 0.609590, 1.605913], [-0.923779, -1.206365, 1.700448], [-1.271561, -2.071552, 0.234990], [0.389299, -2.043877, 0.766803], [-1.287024, 0.502563, -0.222907], [-0.413690, 1.967138, -2.118195], [0.371661, 1.984830, 0.316463]], "atomic_forces_ev_per_a": [[0.4, 0.2, -1.3], [0.1, -1.8, -0.7], [-0.6, 0.4, 0.4], [-0.3, 0.3, 0.3], [0.0, 0.0, -0.3], [-1.0, 0.4, 1.0], [0.6, 0.1, 0.3], [-0.1, 0.0, -0.2], [0.0, 0.1, 0.7], [0.2, 0.6, -0.1], [-0.6, 1.0, 0.1], [0.5, -0.9, -0.4], [0.1, -0.4, 0.4], [0.6, -0.1, -0.2]], "homo_energy_ha": -0.3353, "spin_multiplicity": 1, "molar_mass_g_mol": 172.7, "e_tot_ev": -41155.0307, "de_lowest_kcal_mol": 6.9, "orbital_gap_ev": 8.5, "e_lumo_ev": -0.58}

***

Entry 7:
{"formula": "C4H6ClN", "method": "wB97M-V/def2-TZVPD", "symbols": ["C", "C", "N", "C", "C", "Cl", "H", "H", "H", "H", "H", "H"], "xyz": [[-2.182391, -1.498561, 0.323548], [-1.285456, -0.865107, -0.377406], [-0.504697, -0.113434, -0.904268], [0.868420, 0.246397, -0.721812], [1.161618, 1.399229, 0.325137], [1.825590, -1.227325, 0.031083], [-2.514440, -0.879441, 1.114805], [-2.392516, -2.529944, 0.156660], [1.314258, 0.418047, -1.751772], [0.485046, 1.300998, 1.264088], [0.972247, 2.429585, 0.106073], [2.252324, 1.319553, 0.433867]], "atomic_forces_ev_per_a": [[0.7, -0.1, -0.8], [0.9, 0.3, 0.5], [0.3, 1.0, -0.7], [0.3, -0.1, 0.3], [-1.0, -1.2, 0.6], [-0.5, 0.7, -0.7], [-0.8, 0.0, 0.9], [-0.4, -0.3, 0.1], [-0.4, -0.2, 1.5], [1.7, -0.6, -1.3], [-0.4, 0.5, -1.3], [-0.5, 0.0, 0.8]], "homo_energy_ha": -0.3285, "spin_multiplicity": 1, "molar_mass_g_mol": 103.6, "e_tot_ev": -18255.7712, "de_lowest_kcal_mol": 38.5, "orbital_gap_ev": 9.7, "e_lumo_ev": 0.80}

***

Entry 8:
{"formula": "C4H6ClN2", "method": "wB97M-V/def2-TZVPD", "symbols": ["C", "C", "C", "C", "N", "N", "Cl", "H", "H", "H", "H", "H", "H"], "xyz": [[1.511935, 0.712036, 0.203111], [0.427364, -1.276038, -0.018844], [2.795789, -1.388091, -0.151136], [-0.764172, 0.850797, -0.268134], [1.593088, -1.883790, 0.135984], [0.435491, 0.066651, -0.045460], [4.223182, -1.904888, 0.391635], [1.605244, 1.762887, -0.064425], [-0.444942, -1.808855, 0.011070], [-1.026128, 0.847302, -1.324547], [-1.552100, 0.319703, 0.382904], [-0.637332, 1.820226, 0.012309], [1.616706, -2.863981, 0.119581]], "atomic_forces_ev_per_a": [[3.7, -1.3, 0.2], [1.0, 0.8, 0.4], [-2.0, 4.3, -0.4], [-2.9, -3.7, -0.1], [0.9, 0.4, -0.7], [0.2, 0.2, -0.1], [0.6, -0.6, 0.6], [0.0, -0.2, -0.3], [-2.0, -1.2, -0.2], [-0.1, -0.3, 0.0], [0.8, 1.2, -1.2], [0.5, 2.5, 1.1], [-0.6, -2.1, 0.5]], "homo_energy_ha": [-0.4697, -0.4698], "spin_multiplicity": 1, "charge": 1, "molar_mass_g_mol": 117.6, "e_tot_ev": -19734.9811, "de_lowest_kcal_mol": 131.1, "orbital_gap_ev": [7.3, 7.3], "e_lumo_ev": [-5.50, -5.50]}

***

Entry 9:
{"formula": "C4H6ClN2P", "method": "wB97M-V/def2-TZVPD", "symbols": ["C", "C", "C", "C", "N", "N", "P", "Cl", "H", "H", "H", "H", "H", "H"], "xyz": [[0.039832, -1.528596, 0.223632], [0.556964, -0.225827, 0.467900], [-1.279483, -1.818971, 0.017898], [0.355958, 2.040356, -0.404260], [-2.313663, -0.955283, -0.145789], [-0.222174, 0.731476, -0.114420], [-1.988078, 0.586826, -0.342686], [2.751731, -0.559088, -0.322354], [0.816049, -2.270265, 0.309315], [1.058156, 0.055459, 1.407106], [-1.534898, -2.843844, 0.120940], [-0.425191, 2.697950, -0.745471], [0.910419, 2.450836, 0.472985], [1.274376, 1.638973, -0.944801]], "atomic_forces_ev_per_a": [[-0.2, -0.6, 0.6], [-0.1, 0.4, 0.1], [1.3, -0.1, 0.4], [2.7, -1.7, 1.3], [0.3, 1.5, 0.0], [-2.2, 0.5, 0.3], [1.5, -0.8, -0.1], [-1.0, 0.6, 0.0], [-0.4, -0.6, 0.2], [0.1, -0.3, -0.7], [-0.3, -0.9, -0.4], [0.4, 0.4, -0.8], [-1.0, 0.0, -0.1], [-1.2, 1.6, -0.9]], "homo_energy_ha": -0.3279, "spin_multiplicity": 1, "molar_mass_g_mol": 148.5, "e_tot_ev": -29034.8015, "de_lowest_kcal_mol": 23.1, "orbital_gap_ev": 7.8, "e_lumo_ev": -1.17}

***

Entry 10:
{"formula": "C4H6ClN3", "method": "wB97M-V/def2-TZVPD", "symbols": ["H", "N", "C", "N", "N", "C", "C", "C", "Cl", "H", "H", "H", "H", "H"], "xyz": [[2.070314, -1.213381, -0.710781], [2.227671, -0.378420, -0.092000], [1.094327, -0.013899, 0.406336], [0.945457, 1.092072, 1.236799], [-0.336790, 1.432400, 1.511043], [-1.086694, 0.599280, 0.911430], [-0.332556, -0.453726, 0.180457], [-0.684447, -0.473605, -1.268473], [-2.299946, -1.156458, -1.590829], [1.629056, 1.847680, 1.399764], [-2.153560, 0.777244, 0.905252], [-0.473869, -1.473323, 0.610940], [0.073085, -1.113990, -1.788385], [-0.672048, 0.528126, -1.711552]], "atomic_forces_ev_per_a": [[0.3, 1.0, 0.8], [-1.6, -0.8, -0.1], [1.3, 1.0, -0.5], [1.9, 0.6, 0.5], [-0.5, 0.3, -0.4], [-0.7, 0.2, 0.6], [-0.4, -1.0, 0.6], [0.9, -0.6, -1.5], [0.0, 0.0, 0.1], [-0.4, -1.2, -0.2], [0.0, -0.4, 0.1], [-0.1, 0.6, -0.2], [-0.8, 0.6, 0.1], [0.1, -0.2, 0.1]], "homo_energy_ha": -0.3292, "spin_multiplicity": 1, "molar_mass_g_mol": 131.6, "e_tot_ev": -21236.9635, "de_lowest_kcal_mol": 44.7, "orbital_gap_ev": 9.7, "e_lumo_ev": 0.70}

***

Entry 11:
{"formula": "C4H6ClNO", "method": "wB97M-V/def2-TZVPD", "symbols": ["C", "C", "C", "O", "N", "C", "Cl", "H", "H", "H", "H", "H", "H"], "xyz": [[1.548173, -1.056319, -0.106861], [0.512051, 0.001442, -0.180719], [0.318966, 1.224416, -0.693449], [-0.723704, 1.916814, -0.369327], [-1.492972, 1.174133, 0.645931], [-1.036807, -0.203770, 0.597413], [-2.124460, -1.166882, -0.556175], [2.552089, -0.767937, 0.289323], [1.706961, -1.697462, -0.963978], [1.150171, -1.615819, 0.765863], [0.986159, 1.794012, -1.330316], [-2.526745, 1.186910, 0.370555], [-0.869883, -0.789537, 1.531736]], "atomic_forces_ev_per_a": [[0.3, -0.1, 1.9], [-3.5, 1.0, 0.9], [2.8, -1.8, -0.2], [-3.1, 0.8, 0.8], [-0.7, -1.1, 0.2], [3.2, 0.5, -2.0], [0.3, -0.1, 0.6], [-0.7, 0.4, -0.6], [-0.3, -0.1, -0.2], [0.5, -0.6, -0.7], [0.1, -0.1, 0.0], [2.1, 0.4, 0.1], [-0.8, 0.8, -0.6]], "homo_energy_ha": -0.3150, "spin_multiplicity": 1, "molar_mass_g_mol": 119.6, "e_tot_ev": -20302.0883, "de_lowest_kcal_mol": 87.4, "orbital_gap_ev": 9.4, "e_lumo_ev": 0.87}

***

Entry 12:
{"formula": "C4H6ClNO3", "method": "wB97M-V/def2-TZVPD", "symbols": ["C", "C", "O", "C", "C", "Cl", "N", "O", "O", "H", "H", "H", "H", "H", "H"], "xyz": [[-2.142759, 0.522299, 0.645552], [-1.670798, 0.113554, -0.753135], [-0.308936, 0.652891, -0.633066], [0.596646, -0.201817, -0.337495], [1.978513, 0.166830, -0.228257], [2.479582, 1.777761, -0.385842], [2.880346, -0.839063, 0.282494], [2.457764, -1.976517, 0.487817], [4.007060, -0.454636, 0.515627], [-3.157286, 0.429810, 0.824309], [-1.870272, -0.272720, 1.384465], [-1.814985, 1.555807, 0.992514], [-2.292017, 0.706287, -1.451080], [-1.418968, -0.979566, -1.084718], [0.276110, -1.200924, -0.259191]], "atomic_forces_ev_per_a": [[0.9, -1.5, 1.5], [1.1, 0.2, 0.8], [-0.6, 1.5, -1.7], [4.7, 1.1, 0.0], [-4.3, -1.5, 0.1], [0.2, 0.0, 0.0], [0.0, 0.3, 0.2], [0.1, 0.5, -0.3], [0.2, -0.4, 0.0], [-2.6, 0.3, -0.4], [0.8, 0.9, -0.3], [-0.2, -1.5, -0.8], [1.0, -0.6, -0.3], [-1.7, 1.8, 0.9], [0.2, -1.3, 0.4]], "homo_energy_ha": -0.3320, "spin_multiplicity": 1, "molar_mass_g_mol": 151.5, "e_tot_ev": -24395.2202, "de_lowest_kcal_mol": 112.1, "orbital_gap_ev": 8.8, "e_lumo_ev": -0.19}